DFT (ωB97M-V with the def2-TZVPD basis set) results for a molecular structure, C69H59BrN4OPS3Sb2Ti.

```
141
Properties=species:S:1:pos:R:3
Ti -1.578 -0.957 0.310
C 0.363 2.321 -0.206
C 0.932 0.903 -0.203
C 2.400 0.861 0.202
Sb 3.537 -1.002 0.098
C 3.806 -1.316 2.208
C 4.977 -0.963 2.881
C 5.133 -1.243 4.232
C 4.126 -1.894 4.932
C 2.968 -2.272 4.271
C 2.815 -1.989 2.920
C 5.344 0.085 -0.255
C 6.215 -0.363 -1.245
C 7.377 0.339 -1.543
C 7.682 1.500 -0.849
C 6.824 1.957 0.144
C 5.664 1.255 0.435
Sb 0.639 3.504 1.601
C 2.009 4.854 0.659
C 1.624 6.034 0.031
C 2.564 6.828 -0.615
C 3.899 6.450 -0.640
C 4.296 5.282 -0.006
C 3.356 4.496 0.646
C -1.130 4.673 1.292
C -1.650 4.963 0.031
C -2.770 5.773 -0.109
C -3.390 6.302 1.015
C -2.885 6.021 2.277
C -1.762 5.213 2.411
H -0.706 2.312 -0.413
H 0.853 2.890 -0.999
H 0.825 0.476 -1.205
H 0.352 0.256 0.486
H 2.545 1.280 1.203
H 2.953 1.510 -0.485
H 5.784 -0.471 2.353
H 6.047 -0.958 4.737
H 4.248 -2.112 5.985
H 2.177 -2.789 4.802
H 1.903 -2.303 2.428
H 5.989 -1.270 -1.794
H 8.044 -0.023 -2.315
H 8.589 2.045 -1.076
H 7.066 2.855 0.698
H 5.015 1.616 1.225
H 0.588 6.350 0.045
H 2.252 7.747 -1.095
H 4.628 7.069 -1.146
H 5.336 4.982 -0.017
H 3.687 3.592 1.147
H -1.167 4.578 -0.861
H -3.151 6.002 -1.097
H -4.254 6.944 0.907
H -3.357 6.440 3.156
H -1.375 5.008 3.403
Br 1.318 1.830 6.885
C 0.433 0.912 5.492
C -0.857 0.442 5.687
C -1.500 -0.238 4.665
C -0.859 -0.462 3.443
C 0.426 0.040 3.267
C 1.076 0.716 4.284
N -1.515 -1.140 2.389
C -2.378 -2.105 2.730
C -3.442 -2.433 1.864
C -4.511 -3.279 2.234
C -5.621 -3.340 1.441
C -5.681 -2.560 0.268
C -4.593 -1.802 -0.068
N -3.476 -1.748 0.681
H -1.361 0.614 6.628
H -2.520 -0.571 4.811
H 0.952 -0.148 2.345
H 2.089 1.069 4.140
H -2.331 -2.558 3.716
H -4.441 -3.844 3.154
H -6.456 -3.969 1.720
H -6.550 -2.571 -0.373
H -4.579 -1.233 -0.989
N -3.124 1.083 -1.946
P -2.089 -0.215 -2.295
C -3.087 -1.398 -3.237
C -4.367 -1.110 -3.703
C -5.073 -2.060 -4.426
C -4.503 -3.297 -4.693
C -3.229 -3.591 -4.228
C -2.527 -2.649 -3.490
C -1.008 0.514 -3.578
C -0.489 -0.253 -4.619
C 0.375 0.316 -5.543
C 0.730 1.653 -5.440
C 0.210 2.426 -4.412
C -0.653 1.859 -3.487
C -3.395 1.531 -0.665
C -4.377 2.507 -0.479
C -4.597 3.006 0.782
C -3.838 2.523 1.845
C -2.914 1.545 1.587
N -2.685 1.029 0.357
H -3.590 1.585 -2.688
H -4.829 -0.151 -3.501
H -6.068 -1.832 -4.785
H -5.055 -4.035 -5.260
H -2.784 -4.557 -4.419
H -1.543 -2.898 -3.109
H -0.757 -1.295 -4.724
H 0.766 -0.290 -6.350
H 1.402 2.094 -6.164
H 0.474 3.472 -4.329
H -1.062 2.476 -2.699
H -4.941 2.863 -1.331
H -5.345 3.771 0.940
H -3.955 2.902 2.849
H -2.313 1.140 2.387
O -0.730 -2.467 -0.207
C -0.100 -3.678 -0.582
C -1.144 -4.622 -1.176
C -0.964 -5.650 -2.055
C -2.147 -6.407 -2.274
C -3.204 -5.935 -1.560
S -2.771 -4.574 -0.626
C 0.499 -4.314 0.666
C 1.803 -4.406 1.053
C 1.972 -5.053 2.309
C 0.788 -5.429 2.858
S -0.535 -5.030 1.851
C 0.955 -3.347 -1.630
C 0.986 -2.208 -2.377
C 2.037 -2.179 -3.332
C 2.789 -3.310 -3.295
S 2.227 -4.404 -2.108
H -0.021 -5.879 -2.526
H -2.203 -7.260 -2.934
H -4.218 -6.301 -1.547
H 2.627 -4.008 0.483
H 2.931 -5.212 2.779
H 0.621 -5.938 3.793
H 0.283 -1.406 -2.234
H 2.225 -1.351 -4.000
H 3.653 -3.559 -3.891
```

Calculated values
- LUMO level (spin up / spin down): -3.178 / -3.125 eV
- Net charge: +1
- HOMO energy (spin up / spin down): -8.68 / -8.71 eV
- Total energy: -8398.77146 hartree

Atomic partial charges in e from the Löwdin method, atoms 1 to 99:
1 Ti 0.83
2 C -0.38
3 C -0.39
4 C -0.39
5 Sb 1.55
6 C -0.38
7 C -0.12
8 C -0.08
9 C -0.08
10 C -0.09
11 C -0.18
12 C -0.41
13 C -0.14
14 C -0.08
15 C -0.08
16 C -0.08
17 C -0.15
18 Sb 1.51
19 C -0.39
20 C -0.12
21 C -0.08
22 C -0.08
23 C -0.08
24 C -0.15
25 C -0.42
26 C -0.15
27 C -0.09
28 C -0.09
29 C -0.09
30 C -0.15
31 H 0.01
32 H 0.06
33 H 0.08
34 H 0.04
35 H 0.02
36 H 0.06
37 H 0.08
38 H 0.11
39 H 0.11
40 H 0.11
41 H 0.08
42 H 0.09
43 H 0.10
44 H 0.11
45 H 0.10
46 H 0.09
47 H 0.08
48 H 0.10
49 H 0.10
50 H 0.10
51 H 0.07
52 H 0.09
53 H 0.11
54 H 0.11
55 H 0.11
56 H 0.09
57 Br 0.76
58 C -0.69
59 C -0.11
60 C -0.02
61 C -0.28
62 C -0.05
63 C -0.14
64 N -0.05
65 C -0.10
66 C -0.29
67 C -0.02
68 C -0.05
69 C -0.05
70 C -0.14
71 N -0.04
72 H 0.11
73 H 0.12
74 H 0.07
75 H 0.11
76 H 0.13
77 H 0.12
78 H 0.11
79 H 0.11
80 H 0.09
81 N -0.11
82 P 1.05
83 C -0.35
84 C -0.09
85 C -0.07
86 C -0.06
87 C -0.06
88 C -0.11
89 C -0.33
90 C -0.09
91 C -0.07
92 C -0.07
93 C -0.07
94 C -0.10
95 C -0.37
96 C 0.00
97 C -0.04
98 C -0.04
99 C -0.10